(1)
DFT (ωB97M-V with the def2-TZVPD basis set) results for a molecular structure, C4H4INO3PTb.

- Electronic energy: -1897.73944 hartree
- Charge: +2
- LUMO energy (spin up / spin down): -11.15 / -10.44 eV
- E_HOMO (spin up / spin down): -0.596 / -0.597 hartree
- 2S+1: 7

Each line ends with the Löwdin spin population.
Element x y z (Å)
C -2.300 1.416 0.085  -0.01
C -1.513 0.679 -0.853  -0.02
N -0.857 -0.583 -1.452  -0.01
C 0.339 -1.024 -0.644  0.00
C 0.028 -1.480 0.895  -0.02
O -0.552 -0.756 1.853  -0.04
O 0.492 -2.848 1.301  0.03
P 1.765 0.254 -0.575  0.00
O 1.425 1.401 0.733  -0.03
I 1.860 1.579 -2.666  0.00
H -2.893 1.994 0.945  0.00
H -0.571 -0.285 -2.433  0.00
H 0.786 -1.976 -1.210  0.00
H 1.629 0.863 1.556  -0.03
Tb 0.362 0.767 2.464  6.13

---

(2)
DFT (ωB97M-V with the def2-TZVPD basis set) results for C7H9OPS in the gas phase.

- Electronic energy: -1086.76760 hartree
- LUMO energy: -0.04 eV
- Energy above the lowest of the compared OMol25 structures with the same formula, charge and spin: 85.8 kcal/mol
- E_HOMO: -0.302 hartree
- Structure (SMILES): C=C1C=CC=C[C@@H]1OSP

Each line ends with the Löwdin charge.
Element x y z (Å)
C -0.048 -2.166 1.603  -0.07
C -0.763 -1.768 0.523  -0.04
C 1.053 -1.351 2.152  -0.09
C -0.724 -0.332 0.112  -0.22
C 1.225 -0.064 1.765  -0.07
C 0.355 0.524 0.756  -0.26
C 0.519 1.754 0.167  0.02
O -0.456 -0.568 -1.422  -0.62
P -0.992 1.990 -2.804  0.52
S 0.314 0.464 -2.351  0.54
H -0.255 -3.161 2.015  0.10
H -1.478 -2.358 0.132  0.07
H 1.683 -1.925 2.963  0.13
H -1.748 0.087 -0.058  0.16
H 1.894 0.686 2.227  0.12
H -0.180 1.894 -0.614  -0.09
H 1.362 2.398 0.385  0.08
H -0.068 2.513 -3.792  -0.10
H -1.694 1.381 -3.758  -0.19